Molecular formula: C4H14NOS2
Method: DFT, the ωB97M-V functional and the def2-TZVPD basis

Last column: Löwdin charge in e.
Atoms and positions in Å:
1 H 2.631 -0.856 -1.126  0.185
2 H -0.357 -1.822 0.489  0.036
3 C 0.624 -1.663 -2.571  -0.079
4 S -1.761 0.079 0.214  0.521
5 H 0.279 0.218 -1.734  0.148
6 O 1.728 -1.355 2.183  -0.035
7 H 2.450 -1.919 2.022  0.026
8 H 1.012 -1.989 2.481  0.109
9 H -0.511 -1.899 -2.924  0.144
10 S -0.873 2.048 0.106  0.463
11 H 1.081 -1.260 -3.528  0.107
12 H 1.104 2.877 1.289  0.030
13 N 1.762 -0.810 -0.599  0.199
14 H -0.168 3.004 2.243  0.059
15 H 0.942 -2.735 -2.516  0.096
16 C -0.608 -1.245 -0.372  -0.483
17 C 0.276 2.206 1.547  -0.454
18 H -1.549 -1.738 -0.927  0.106
19 C 0.533 -0.848 -1.334  -0.472
20 H 1.901 -1.450 0.183  0.123
21 H 1.794 0.057 -0.026  0.173
22 H 0.431 1.280 2.053  0.001

## Properties
- Charge: +1
- HOMO-LUMO gap: 8.629 eV
- Energy relative to the best compared isomer or geometry (same formula, charge and spin): 51.9 kcal per mole
- Highest occupied orbital energy: -12.2 eV
- LUMO: -3.53 eV